This record from the Open Molecules 2025 dataset describes a 3-piece molecular cluster, C4H8NO overall in a non-equilibrium geometry. The level of theory is ωB97M-V/def2-TZVPD.

orbital gap (spin up / spin down)	8.07 / 8.10	eV
ΔE to the lowest compared entry with this formula, charge and spin	459.8	kJ/mol

The geometry in ORCA input format:
```
! RIJCOSX wB97M-V def2-TZVPD def2/J DEFGRID3
* xyz 1 1
C -1.81 1.17 0.28
C -2.71 0.26 0.06
C 0.33 2.10 -0.16
C -3.60 -0.65 -0.25
N 2.53 -0.87 -0.01
O 1.36 1.51 -0.13
H -1.87 1.99 0.96
H 0.18 3.18 -0.23
H -4.34 -0.45 -1.01
H -3.71 -1.56 0.32
H 1.90 -1.63 0.27
H 3.29 -0.78 0.68
H 2.94 -1.08 -0.92
H 1.99 0.05 -0.06
*
```

Charges per atom according to Löwdin partitioning, unit e: atom 1 (C): 0.052, atom 2 (C): -0.186, atom 3 (C): 0.017, atom 4 (C): 0.037, atom 5 (N): 0.290, atom 6 (O): -0.014, atom 7 (H): 0.023, atom 8 (H): 0.095, atom 9 (H): 0.072, atom 10 (H): 0.069, atom 11 (H): 0.155, atom 12 (H): 0.156, atom 13 (H): 0.155, atom 14 (H): 0.077